Here is a cluster of 2 separate species, C5H10ClN in total at a distorted geometry from the Open Molecules 2025 dataset. Energies are from ωB97M-V with the def2-TZVPD basis set.

```
17
Properties=species:S:1:pos:R:3:forces:R:3
H -0.877701 1.333951 -0.207486 -0.089 -0.644 0.348
H -3.820795 0.399435 1.129430 -1.931 -0.163 -1.388
H 1.769756 -2.918715 0.946173 -0.149 0.572 -0.463
H -0.830841 0.333539 -2.334543 -1.263 2.260 0.015
C -0.038355 0.728856 0.173689 -0.415 -1.571 0.072
H 0.782175 2.489363 0.924058 -1.099 2.440 1.310
H 2.076393 1.459135 0.729704 -1.147 -0.576 -0.539
H 1.223227 2.022666 -0.715081 0.451 0.924 -0.231
N -0.331259 -0.413754 -1.981786 1.378 -2.863 -0.457
H 0.895863 -1.437443 1.499359 0.048 1.238 1.673
C 0.157742 -0.462652 -0.814792 -2.000 4.679 -0.554
H -0.245971 0.285169 1.144932 -0.536 0.145 0.206
C 1.295231 -1.958042 0.695204 0.059 -1.525 -0.318
H 0.931701 -2.302272 -1.319502 0.588 -0.006 -0.460
Cl -4.936187 0.310485 0.331385 1.949 0.163 1.383
C 0.887543 -1.597089 -0.509217 1.324 -3.181 0.741
C 1.061471 1.727366 0.308475 2.831 -1.892 -1.340
```
Forces are in eV/Å.

Summary:
* 2S+1: 1
* energy relative to the best compared isomer or geometry (same formula, charge and spin): 43.37 kcal/mol
* E_HOMO: -9.5086 eV
* frontier orbital gap: 9.959 eV
* SMILES: [H]/N=C(/C=C)CC.Cl

From a natural (NBO) analysis of the wavefunction, the atomic charges in e read: H 0.212; H 0.288; H 0.206; H 0.342; C -0.455; H 0.208; H 0.208; H 0.206; N -0.618; H 0.179; C 0.261; H 0.199; C -0.333; H 0.227; Cl -0.288; C -0.244; C -0.598

Here is a structure of composition C33H49AsGeN2O9PZn from the Open Molecules 2025 dataset. Energies are from ωB97M-V with the def2-TZVPD basis set.

```
97
Properties=species:S:1:pos:R:3:forces:R:3
O 2.150170 0.299613 1.450573 0.104 -0.269 0.111
C -2.310599 3.681299 -1.029714 -0.037 -0.013 -0.083
O 4.421467 -0.483604 2.279639 0.050 -0.041 -0.062
O 0.660588 4.522931 -0.108303 0.092 -0.063 0.067
O -1.330555 0.094656 -0.063885 -0.288 0.011 0.156
H -2.637046 -3.636202 -4.938624 -0.008 -0.001 0.000
H -2.116127 -1.328270 4.190451 0.022 0.030 -0.029
H 0.698349 1.387605 -5.096705 0.004 0.039 -0.032
P 2.969972 -0.755900 2.171928 0.092 -0.173 0.066
H 4.472338 -4.136300 1.584146 0.003 0.003 -0.044
H 1.643447 1.537497 3.850312 0.005 0.050 0.044
H -1.891204 -2.989493 4.792461 0.019 -0.018 -0.046
C 3.810754 -0.618805 5.472787 0.004 -0.040 -0.159
C -1.645032 -3.689857 1.187847 0.084 0.182 -0.120
C -4.869058 2.611392 -0.956615 -0.074 0.016 0.003
H 1.462288 -3.329415 -0.446548 0.030 -0.017 -0.025
Zn 0.246655 0.573986 1.112273 -0.106 0.203 0.214
C 0.416867 3.059952 -6.400840 -0.038 0.018 0.014
H -2.335742 -3.032534 0.653897 0.020 0.007 0.020
C -0.290211 4.232915 -6.639175 0.013 -0.025 0.041
H 4.111896 -2.109497 -1.547282 0.001 -0.009 0.011
C -4.577842 3.753328 -0.222977 0.043 -0.030 -0.012
H -2.002910 0.561449 -5.459243 0.017 -0.008 -0.039
H 1.313095 -1.533761 6.009151 0.001 0.024 0.001
H -3.056177 5.182318 0.301611 0.006 -0.008 -0.004
H -5.865341 2.186267 -0.928651 0.005 -0.003 0.005
C -1.536998 3.872425 -4.612068 -0.022 -0.066 0.053
H 2.674271 -1.215360 -1.002713 0.038 0.014 -0.046
H 3.988146 0.017189 6.343730 -0.021 -0.027 -0.010
H 0.905373 -3.470407 4.248714 0.003 0.024 0.006
H 2.263440 -4.599216 0.505778 0.018 0.025 -0.031
C 4.669333 -3.355356 0.845355 -0.101 0.167 0.094
N -2.535084 0.370307 1.880598 0.045 -0.082 -0.031
H 1.177239 2.733370 -7.100568 0.011 0.006 0.016
O 2.332206 -1.088192 3.626953 -0.101 0.226 -0.107
C -3.296339 4.290019 -0.264334 -0.043 0.020 -0.016
H -1.826515 5.547821 -5.925949 0.009 -0.001 0.022
C -2.105356 -2.535504 -3.169278 -0.023 0.015 -0.138
H 1.277109 -4.110997 2.647920 0.001 0.002 0.002
O 0.356585 2.501299 0.756134 0.232 0.445 -0.617
C 2.513994 -0.222321 4.772217 0.031 0.068 0.130
H 1.303850 0.168430 6.523481 -0.008 -0.033 0.017
H -1.558608 -1.192436 -1.581467 -0.049 -0.104 -0.323
C 2.426010 -3.786225 -0.207955 -0.113 0.026 0.122
H 1.159336 3.497147 -2.259392 0.119 0.088 0.011
O -0.160467 -1.242510 1.976150 0.315 -0.306 0.319
H -0.084125 -4.814026 3.588390 -0.036 -0.001 -0.002
H -0.897808 -4.086101 0.499778 -0.025 0.023 0.002
Ge -1.166040 1.592423 -2.724383 0.267 -0.105 -0.635
H -3.488472 0.627869 2.079498 -0.124 0.109 -0.025
H 2.850834 -4.202844 -1.122283 0.006 -0.032 0.013
C -2.018839 -0.305864 -4.810120 -0.017 0.040 0.062
H 2.353000 2.587058 -1.329076 0.028 -0.016 -0.074
C 2.544471 1.262478 4.401447 -0.027 -0.238 -0.291
H 3.761570 -1.662055 5.795490 -0.002 0.041 -0.004
As -0.753295 -2.649839 2.545427 -0.616 -0.655 0.266
H -2.304723 4.194427 -3.915378 0.022 0.032 -0.042
C 0.659627 1.412410 -1.984909 -0.256 0.192 0.270
H -1.318277 4.117156 -1.047157 -0.106 0.038 0.052
C -2.108727 -2.379545 3.915815 0.109 0.049 -0.062
C -2.407802 -0.173271 0.565237 -0.160 0.049 0.174
H -1.651416 2.211598 1.947235 0.019 0.061 -0.043
H -2.188905 -4.510117 1.656829 0.027 0.006 0.023
O 2.649142 -2.210055 1.527316 0.122 0.112 -0.077
C 0.473179 -3.908564 3.351947 0.204 0.367 -0.130
H 1.262303 0.980685 -2.787441 -0.052 0.010 -0.091
C 0.143768 2.306161 -5.267954 -0.012 -0.011 0.037
C -3.880866 1.998291 -1.715345 0.043 -0.090 -0.025
C -1.768564 -1.295360 -2.642588 0.092 -0.099 0.137
H 4.250568 -0.866935 -0.279733 0.037 -0.007 -0.036
H -4.113189 1.091236 -2.263015 0.014 -0.018 0.059
C 0.729864 3.295011 -0.188952 -0.164 0.172 0.245
H 5.209565 -3.786780 -0.000702 -0.017 -0.012 0.024
C 3.619954 -1.658703 -0.684016 -0.195 0.085 0.289
H 5.275365 -2.579136 1.312955 0.047 -0.046 -0.014
H -3.083374 -2.643251 3.509285 0.001 0.034 -0.016
C 1.305443 -0.498079 5.659509 -0.027 -0.088 -0.154
O -3.354318 -0.868133 0.183959 0.236 0.146 0.056
H -1.493285 1.282199 3.319930 0.010 -0.068 0.051
H -2.564311 -1.639804 -6.399859 -0.001 0.005 0.001
C -2.340308 -1.548124 -5.343332 -0.043 -0.013 -0.002
C 1.280742 2.721109 -1.504764 -0.067 -0.193 0.256
N -1.536569 1.269400 2.311509 -0.043 -0.062 -0.261
C -2.383076 -2.667880 -4.523441 -0.001 0.048 0.005
C -0.836864 2.695506 -4.351265 -0.022 -0.002 0.109
H -0.072364 4.830603 -7.516255 -0.020 -0.011 -0.004
H 0.395273 -0.337349 5.075882 -0.008 0.039 0.061
H 0.651498 0.680911 -1.183415 0.025 -0.187 -0.067
H -2.161422 -3.402805 -2.521134 0.031 0.026 0.024
C -1.716034 -0.160034 -3.454905 -0.068 0.064 0.122
H -5.347182 4.220664 0.380408 -0.001 0.016 -0.003
C 3.356819 -2.731444 0.376339 0.090 -0.028 -0.135
C -1.269077 4.636525 -5.742785 0.005 -0.006 -0.031
H 2.614724 1.868106 5.306167 0.001 -0.030 0.014
H 4.634510 -0.511654 4.766088 0.013 0.012 0.057
H 3.399958 1.474686 3.759601 0.000 0.051 0.030
C -2.590548 2.520220 -1.753609 0.252 -0.180 0.215
```
Forces are in eV/Å.

Summary:
* 2S+1: 1
* net charge: -1
* energy relative to the best compared isomer or geometry (same formula, charge and spin): 36.08 kcal/mol
* E_HOMO: -5.9290 eV
* frontier orbital gap: 8.113 eV

From a Löwdin analysis of the wavefunction, the atomic charges in e read: O -0.298; C -0.094; O -0.270; O -0.013; O -0.130; H 0.091; H 0.018; H 0.099; P 0.301; H 0.084; H 0.081; H 0.029; C -0.033; C -0.185; C -0.098; H 0.082; Zn 0.640; C -0.099; H 0.026; C -0.110; H 0.086; C -0.108; H 0.088; H 0.077; H 0.103; H 0.096; C -0.096; H 0.082; H 0.083; H 0.028; H 0.075; C -0.033; N -0.010; H 0.095; O -0.185; C -0.083; H 0.095; C -0.087; H 0.019; O -0.107; C -0.628; H 0.085; H 0.071; C -0.036; H 0.102; O -0.487; H 0.038; H 0.031; Ge 1.057; H 0.125; H 0.086; C -0.112; H 0.120; C -0.033; H 0.083; As 1.033; H 0.092; C -0.248; H 0.085; C -0.193; C -0.719; H 0.094; H 0.038; O -0.189; C -0.187; H 0.068; C -0.123; C -0.103; C -0.086; H 0.080; H 0.103; C -0.658; H 0.083; C -0.033; H 0.073; H 0.035; C -0.034; O -0.005; H 0.092; H 0.092; C -0.106; C -0.160; N 0.019; C -0.111; C -0.265; H 0.092; H 0.074; H 0.024; H 0.094; C -0.240; H 0.091; C -0.627; C -0.098; H 0.086; H 0.075; H 0.084; C -0.262

Here is a cluster of 9 separate species, C34H54O25S in total at a distorted geometry from the Open Molecules 2025 dataset. Energies are from ωB97M-V with the def2-TZVPD basis set.

```
114
Properties=species:S:1:pos:R:3:forces:R:3
O -0.595806 -0.711772 -4.596045 1.927 3.667 0.518
H 0.988924 0.750808 5.436715 -1.278 -0.396 0.124
H -2.284126 6.070928 -2.305025 -0.584 0.084 -0.226
H 3.581554 1.107228 3.198475 -0.005 0.161 0.603
O 1.818164 -3.316442 5.938655 -1.298 2.624 -1.848
O 2.412724 -2.498992 -2.199945 1.077 -0.196 0.253
C 1.647094 0.573478 -0.342355 -0.841 2.328 -1.733
C -0.046126 2.010348 -6.493855 -1.252 0.241 -0.621
H -5.279616 5.979948 2.081305 -0.631 -0.443 -0.851
C -4.861266 0.646408 1.055745 0.623 1.573 1.296
C -6.480156 4.574478 3.358605 1.243 1.511 1.162
H -4.358196 2.311358 -2.982335 -0.010 0.398 -0.302
H 3.770694 -6.465402 -1.737125 0.120 0.141 0.148
H 4.511054 -1.755252 0.684635 0.375 0.244 0.093
C -4.271056 3.082898 -2.217335 1.589 0.059 0.666
C 3.571064 0.092698 3.596855 -0.822 -0.753 -1.386
C 2.781084 -3.618992 -2.372005 -0.964 -1.836 0.824
H -7.142426 3.946168 2.763015 0.098 0.473 0.068
H 3.499304 -4.525912 4.273665 0.089 -1.147 0.670
C -3.301756 4.003688 2.149775 0.246 0.315 -1.970
H -4.296716 1.496048 0.671685 -0.789 0.446 -0.533
C 1.115524 -0.107952 4.777465 0.242 1.106 -0.865
O 2.237604 -6.336072 1.339525 0.384 -0.440 2.982
H 5.503584 0.191308 0.317325 0.030 0.370 1.101
C 0.367224 -0.026742 -0.947515 2.021 1.281 0.336
H 1.454154 1.530068 0.143265 0.166 -0.002 0.260
H 4.553014 -4.998362 2.874135 -0.358 -0.297 -0.159
C -3.905566 4.550698 -2.628075 0.877 -1.356 0.370
H -2.726416 0.154528 1.540805 -0.045 0.329 -0.693
C 6.546404 -0.074442 0.144085 -2.299 3.903 -3.385
H 0.621954 0.024998 3.814745 0.162 0.223 0.015
H -5.771216 1.797058 2.908125 1.118 -0.812 0.332
H 2.114974 -6.266192 -1.202535 -0.285 -0.152 -0.376
H 4.580064 -0.264632 3.802595 -0.035 0.256 0.231
O -3.727296 -1.272732 0.419535 0.216 -0.538 -0.176
C 1.312524 -1.366272 0.664315 -1.224 -3.476 0.339
C -2.548986 5.028998 -2.125215 1.125 -0.442 -0.988
C -5.973466 1.103228 2.092165 0.291 -0.591 -1.398
H -4.430466 5.077658 4.636565 1.112 -0.318 0.319
H -0.567106 3.695538 -7.439885 -0.308 0.664 -0.256
H 0.370054 -6.629922 4.203315 -0.057 -0.282 -0.599
C -5.869906 4.478218 -1.513255 -4.423 2.927 1.241
C 6.581534 -1.498032 -0.143625 -0.695 -0.837 -0.600
O 3.133984 -4.555692 -1.373295 -0.212 2.503 -0.313
H 6.769864 0.551148 -0.720095 0.020 -0.195 -0.516
H 2.916774 -4.141082 2.818015 0.213 -0.015 -1.003
H -3.864316 -0.622392 2.486095 -0.362 -1.263 -0.161
H 2.297754 0.721448 -1.204245 0.628 0.134 0.492
H 1.547324 -5.983702 -3.634105 -0.077 0.357 0.422
O 0.206134 -1.081562 0.023045 -2.915 -0.123 -1.018
H -4.007796 4.566338 -3.713165 0.304 0.653 -0.080
H -1.495046 2.459348 -8.162255 0.217 -0.725 0.311
O -5.146916 -1.802932 -1.345285 1.722 2.318 2.892
O 2.756454 -4.283442 -3.528715 -0.399 -0.294 -0.724
H -1.920146 3.081868 -6.542125 -0.019 -0.329 0.082
H -6.711776 1.750178 1.618385 -0.061 -0.422 -0.903
H -1.841046 4.459638 -2.727495 0.311 -0.016 -0.296
H -2.177286 4.810448 -1.124125 -1.052 -0.237 0.408
H -6.922066 5.407668 3.905045 -0.994 0.640 -1.129
O -6.972256 4.856668 -1.055755 3.895 -1.075 -1.264
H 0.254084 -5.165832 3.150535 0.524 -0.119 -0.442
O -5.481256 3.259268 -1.585555 -1.871 -2.607 0.667
H -6.475006 0.172938 2.358825 -0.116 0.237 0.596
C 0.908194 -5.795432 3.753715 0.282 -0.938 0.813
C -0.274176 0.419528 -4.969225 -1.779 -3.010 0.097
O -5.489266 -0.089872 0.014485 -2.372 3.402 0.649
C 2.555434 -5.720262 -3.314085 1.657 -0.030 -1.220
C 1.732714 -2.168132 5.451405 -1.383 -2.611 2.379
H -1.109186 1.435608 -0.230195 0.237 0.150 0.155
O 7.386614 -1.933262 0.880435 2.194 -0.873 1.852
H 2.967684 -7.047232 -4.986425 -0.215 -0.007 -0.010
S 2.461904 -6.443942 2.930965 -0.746 2.838 -1.828
O -2.969586 4.985448 3.027335 1.105 -0.693 0.632
C 5.221924 -2.120962 -0.056325 -0.095 -1.279 -1.017
C 3.534174 -6.557612 -4.194295 -0.439 -0.210 -1.158
O -4.940826 5.277408 -2.049605 -0.861 1.497 0.276
H 0.804084 -0.460892 -1.846825 -1.295 -0.472 -0.384
H 4.775154 -2.047402 -1.047835 -0.346 0.193 0.074
C -4.142246 5.511648 3.679125 -0.067 -0.368 0.085
H 5.374634 -3.191722 0.078825 -0.177 -0.143 0.142
C 0.407774 2.588038 -5.107785 -0.664 1.049 -4.058
C 2.659464 -0.185652 4.758555 -0.285 0.655 0.803
H -0.404416 1.895198 -1.801135 0.396 -0.299 0.044
O 2.139994 -0.346732 0.552255 2.189 -1.217 1.481
H -4.112716 6.595968 3.786265 0.495 -0.181 -0.135
O 9.018554 -1.077272 2.228985 -3.355 1.052 -3.306
C -0.728536 1.060158 -1.180055 -0.348 -1.978 0.683
H -1.578696 0.573288 -1.657865 -0.031 0.092 -0.251
O 0.452904 1.456278 -4.366745 -0.119 -3.276 2.050
O -0.723466 0.832998 -6.154155 0.843 -0.961 0.998
O 2.782074 -1.523652 5.142525 3.969 -0.805 -0.652
C -3.711106 -0.304872 1.454685 -0.517 0.621 1.031
C -4.804266 -1.061542 -0.401025 0.337 -5.280 -2.976
O 1.411954 -2.484482 1.205555 1.025 3.298 -0.363
O 7.460904 0.310998 1.081575 2.237 -2.598 1.904
H 4.095064 -7.381082 -3.752245 -0.306 0.184 0.804
H 3.028424 0.402558 5.598785 -0.037 0.007 0.196
O -4.652876 4.024538 1.987555 2.066 -1.558 -0.895
H 4.292194 -6.026692 -4.770175 -0.128 0.733 0.412
O -2.552696 3.338738 1.446765 -1.214 1.111 2.041
O 0.640144 -1.366782 5.293055 0.724 -0.504 0.353
C 2.882464 -5.844012 -1.851245 0.121 -1.084 0.974
H -3.649356 2.688298 -1.413665 0.750 0.021 -0.271
H 0.783254 1.752648 -7.152515 0.211 0.104 0.078
C -1.103016 2.778128 -7.196445 0.676 2.659 -0.704
H -0.350386 3.316218 -4.819595 0.105 0.013 0.629
C -5.159376 5.085238 2.692145 -3.946 1.026 0.848
H 1.268734 -5.271012 4.638645 0.348 0.491 -0.164
C 8.088994 -0.914102 1.418035 2.166 0.105 3.907
H 1.361884 3.061618 -5.339075 0.194 -0.052 0.938
C 3.536044 -4.922232 3.258935 -0.775 0.329 -0.173
H 7.075774 -1.765752 -1.077515 -0.133 0.053 -0.219
H -6.215386 4.154068 4.328785 0.472 -1.505 -0.353
H 3.192424 -0.497012 2.762005 0.153 -0.184 -0.197
```
Forces are in eV/Å.

Summary:
* ⟨S²⟩: 0.757
* 2S+1: 2
* net charge: +1
* energy relative to the best compared isomer or geometry (same formula, charge and spin): 0.00 kcal/mol
* E_HOMO (alpha / beta): -11.9530 / -11.9530 eV
* frontier orbital gap (alpha / beta): 8.584 / 4.524 eV

Löwdin atomic charge list, values in e, 99 entries: O 0.134; H 0.135; H 0.088; H 0.100; O 0.074; O 0.174; C -0.125; C -0.331; H 0.162; C -0.252; C 0.005; H 0.144; H 0.127; H 0.081; C -0.078; C 0.003; C -0.499; H 0.088; H 0.062; C -0.483; H 0.114; C -0.050; O -0.270; H 0.128; C -0.242; H 0.138; H 0.076; C -0.291; H 0.116; C -0.195; H 0.134; H 0.062; H 0.116; H 0.099; O 0.067; C -0.573; C -0.009; C 0.013; H 0.130; H 0.091; H 0.065; C -0.557; C -0.373; O 0.023; H 0.144; H 0.047; H 0.127; H 0.142; H 0.155; O 0.106; H 0.153; H 0.098; O 0.104; O 0.091; H 0.091; H 0.078; H 0.064; H 0.079; H 0.088; O 0.098; H 0.090; O 0.091; H 0.089; C -0.156; C -0.460; O 0.126; C -0.233; C -0.546; H 0.071; O 0.097; H 0.076; S 1.134; O 0.084; C -0.003; C -0.018; O 0.101; H 0.132; H 0.085; C -0.085; H 0.089; C -0.132; C -0.299; H 0.079; O 0.060; H 0.147; O 0.122; C 0.008; H 0.083; O 0.039; O 0.083; O 0.103; C -0.100; C -0.568; O 0.080; O 0.090; H 0.079; H 0.153; O 0.073; H 0.088